Density functional theory data (ωB97M-V with the def2-TZVPD basis set) for a 4-piece molecular cluster, C3H4F2O overall.

Computed properties:
E_tot = -10653.6747 eV
charge = 0
HOMO level = -10.36 eV

Each atom is followed by the atoms it is bonded to, with distances in Å.
Positions of all 10 atoms, in Å:
1 C 0.199 0.013 -1.566  C2 1.183, H7 1.039
2 C 0.929 -0.231 -0.668  C1 1.183, F5 1.308
3 C -1.853 0.789 2.011  O4 1.162, F6 1.353, H9 1.181
4 O -1.103 0.090 1.464  C3 1.162
5 F 1.850 -0.321 0.256  C2 1.308
6 F -2.865 0.373 2.807  C3 1.353
7 H -0.443 0.048 -2.383  C1 1.039
8 H 2.929 -1.307 -1.821  no bonds
9 H -1.756 1.966 1.976  C3 1.181
10 H 2.113 -1.419 -2.077  no bonds